DFT (ωB97M-V with the def2-TZVPD basis set) results for a structure of composition C49H66CsN5P2S.

```
124
C49H66CsN5P2S, DFT ωB97M-V with the def2-TZVPD basis set
Cs -1.18859 0.41703 -0.30679
C -3.35377 -2.15259 -2.36132
C -3.42933 -3.25596 -1.30505
C -4.84954 -3.37405 -0.75336
P -2.23484 -2.84592 0.06276
C -2.44432 -4.31468 1.19584
C -1.48582 -4.18053 2.37626
C -2.29299 -5.67782 0.52929
C -0.60605 -3.18242 -0.71907
C -0.47579 -3.88913 -1.91744
C 0.73997 -4.11839 -2.53826
C 0.80885 -4.82115 -3.86700
C 1.87681 -3.61416 -1.91628
C 1.79024 -2.91246 -0.73415
C 0.55611 -2.65232 -0.09725
N 0.47299 -1.82374 1.00154
C 1.36133 -1.95079 2.00719
C 2.01027 -3.17449 2.34801
C 2.80406 -3.30222 3.46809
C 3.04055 -2.23418 4.33288
C 3.87064 -2.38359 5.58189
C 2.46690 -1.01692 3.98353
C 1.66870 -0.83984 2.85782
P 1.04343 0.79220 2.33081
C 1.04842 1.78068 3.90572
C 0.00469 1.20456 4.86238
C 0.72009 3.23668 3.57489
C 2.53430 1.49367 1.43577
C 3.81184 1.61803 2.25878
C 2.79665 0.66772 0.17556
H -4.05130 -2.35185 -3.18121
H -2.35197 -2.06884 -2.78879
H -3.61871 -1.18549 -1.93390
H -3.17124 -4.21132 -1.77023
H -5.13543 -2.47286 -0.20908
H -4.96102 -4.22523 -0.07781
H -5.55987 -3.50521 -1.57596
H -3.46724 -4.21325 1.57631
H -0.45030 -4.27781 2.04677
H -1.68053 -4.96340 3.11716
H -1.57372 -3.20590 2.85909
H -1.29832 -5.77640 0.08719
H -3.02783 -5.83361 -0.26287
H -2.41828 -6.48009 1.26506
H -1.36510 -4.25814 -2.41628
H 0.09321 -4.38158 -4.56653
H 0.58789 -5.89041 -3.78304
H 1.80406 -4.71755 -4.30363
H 2.84352 -3.73282 -2.39675
H 2.68873 -2.50203 -0.28880
H 1.85244 -4.03594 1.71051
H 3.24833 -4.27056 3.68813
H 4.43828 -3.31682 5.56232
H 3.25746 -2.39609 6.48941
H 4.58787 -1.56498 5.69158
H 2.67282 -0.16060 4.61978
H 2.02812 1.74933 4.39078
H -0.98395 1.21137 4.39709
H -0.05051 1.80331 5.77765
H 0.23678 0.17467 5.13677
H -0.23787 3.30270 3.05207
H 1.47679 3.69733 2.93573
H 0.64415 3.83116 4.49109
H 2.21492 2.49462 1.11949
H 4.13187 0.63885 2.62200
H 3.69328 2.27938 3.12051
H 4.61712 2.02416 1.63749
H 2.98450 -0.37779 0.43101
H 3.67633 1.05421 -0.34509
H 1.96144 0.70592 -0.52661
N 2.12573 -1.63886 -5.04796
C 1.45685 -0.68635 -4.30628
S -0.21680 -0.87749 -4.09783
N 2.26170 0.31489 -3.94164
N 1.68864 1.18265 -3.10787
C 2.31416 2.28954 -2.89156
C 3.58491 2.66328 -3.58167
C 3.62262 3.70234 -4.50691
C 4.80622 4.04792 -5.14834
C 5.97335 3.34929 -4.87545
C 5.94341 2.29993 -3.96431
C 4.75991 1.95866 -3.32738
C 1.71084 3.22500 -1.91909
C 2.30455 4.45616 -1.61873
C 1.67767 5.32133 -0.74027
C 0.47165 4.95684 -0.16554
C -0.02723 3.70119 -0.48848
N 0.55334 2.86298 -1.33703
H 1.54289 -2.21053 -5.63384
H 3.01841 -1.34270 -5.41220
H 2.70929 4.24325 -4.72694
H 4.81234 4.85982 -5.86655
H 6.89844 3.61367 -5.37404
H 6.84633 1.73841 -3.75471
H 4.72555 1.12229 -2.64297
H 3.25144 4.72521 -2.06638
H 2.13150 6.27908 -0.51080
H -0.05727 5.59716 0.52653
H -0.95297 3.34665 -0.04935
C -4.59420 1.52348 -0.49208
C -3.91241 2.75920 -0.54129
C -3.42920 3.04399 0.75558
C -3.78770 1.96701 1.59725
C -4.51973 1.03851 0.83350
C -5.15038 -0.20436 1.39327
C -3.53817 1.87089 3.07528
C -2.83719 4.34868 1.21668
C -3.79703 3.62655 -1.76212
C -5.35980 0.92159 -1.63581
H -5.95530 -0.56813 0.74789
H -5.59506 -0.01547 2.37768
H -4.43955 -1.03010 1.52434
H -4.42871 2.10947 3.67638
H -2.75288 2.56385 3.39331
H -3.21903 0.86729 3.37666
H -2.47639 4.94685 0.37620
H -1.99169 4.21352 1.90228
H -3.56749 4.97384 1.74926
H -4.72070 4.17935 -1.98811
H -3.55925 3.03937 -2.65559
H -3.00213 4.37102 -1.66010
H -5.64672 -0.11380 -1.43335
H -4.77566 0.90833 -2.56295
H -6.28366 1.47382 -1.85804
```

**Net charge**: -2
**HOMO**: -1.24 eV
**Gap between HOMO and LUMO**: 4.9 eV
**Calculated total energy**: -89298.315 eV
**Relative energy (zero: lowest compared OMol25 entry of this formula, charge and spin)**: 0.0 kcal/mol

=====

DFT (ωB97M-V with the def2-TZVPD basis set) results for a structure of composition C49H67N9O2P2Ti at a distorted geometry.

```
130
C49H67N9O2P2Ti, DFT ωB97M-V with the def2-TZVPD basis set
Ti -0.41800 -1.06246 -0.68572
C -2.61280 -0.11950 -4.33674
C -1.13631 -0.45570 -4.54357
C -0.68856 0.13099 -5.88596
P -0.08936 0.02313 -3.07252
C 1.60610 0.20148 -3.76739
C 2.06768 -1.11337 -4.40457
C 2.57753 0.62785 -2.66918
C -0.65424 1.68673 -2.61747
C -0.75617 2.74631 -3.51652
C -1.36323 3.94807 -3.18240
C -1.47140 5.07920 -4.16812
C -1.88395 4.06138 -1.89492
C -1.74740 3.04788 -0.96397
C -1.10849 1.84771 -1.30010
N -0.91964 0.81400 -0.36469
C -0.97849 1.23280 1.00034
C -2.12588 0.97453 1.74682
C -2.22646 1.35506 3.07887
C -1.18580 2.04467 3.69218
C -1.32486 2.57225 5.10018
C -0.04699 2.30483 2.93052
C 0.09443 1.91156 1.60101
P 1.63623 2.14196 0.60336
C 2.98575 1.75829 1.83641
C 4.18946 1.28518 1.00925
C 3.44635 2.83592 2.81946
C 1.83790 3.98298 0.35909
C 1.16756 4.92406 1.35454
C 1.45060 4.36940 -1.07082
H -3.19168 -0.53967 -5.16149
H -3.00911 -0.51792 -3.40946
H -2.76653 0.96155 -4.33515
H -1.03212 -1.54379 -4.59416
H -0.90391 1.19711 -5.94804
H 0.36319 -0.02299 -6.11358
H -1.26723 -0.35427 -6.67464
H 1.55518 0.99108 -4.52242
H 2.22510 -1.86967 -3.63401
H 1.35934 -1.52270 -5.12431
H 3.01492 -0.95157 -4.92322
H 2.54790 -0.06762 -1.82417
H 3.59852 0.63205 -3.05776
H 2.34841 1.61900 -2.27953
H -0.35078 2.63279 -4.51444
H -0.98695 4.82755 -5.11077
H -2.51479 5.31814 -4.38054
H -1.00161 5.98475 -3.78109
H -2.38825 4.97719 -1.60617
H -2.13529 3.18726 0.03706
H -2.96770 0.49878 1.25470
H -3.14359 1.15791 3.62409
H -1.90177 3.49858 5.10864
H -1.85057 1.87030 5.75131
H -0.35868 2.80566 5.55274
H 0.75348 2.87482 3.39081
H 2.59991 0.89492 2.38821
H 4.52211 2.06152 0.31399
H 5.03560 1.04223 1.65745
H 3.94106 0.39876 0.42500
H 3.89449 3.68687 2.30427
H 2.65308 3.23017 3.45650
H 4.22789 2.42805 3.46965
H 2.92478 4.10297 0.43966
H 0.08187 4.80748 1.32066
H 1.49427 4.76722 2.38305
H 1.39511 5.96068 1.09501
H 0.36654 4.37749 -1.19286
H 1.82148 5.37060 -1.30243
H 1.85954 3.67625 -1.80724
C -5.98844 -1.29252 0.02463
C -5.26597 -0.19432 -0.42084
C -3.99347 -0.35367 -0.95118
C -3.41547 -1.61977 -1.04071
C -4.15311 -2.72218 -0.59821
C -5.42542 -2.55847 -0.07191
N -2.09151 -1.76051 -1.51301
C -1.79930 -2.80121 -2.39874
C -2.71991 -3.35656 -3.29164
C -2.31019 -4.27830 -4.23855
C -0.97656 -4.67263 -4.31376
C -0.05740 -4.15519 -3.41916
C -0.46328 -3.22979 -2.46245
N 0.40678 -2.70824 -1.46121
N 1.67241 -2.99755 -1.68148
C 2.55519 -3.04244 -0.61972
C 3.89715 -2.76371 -0.93003
C 4.84888 -2.87609 0.05600
C 4.45742 -3.29478 1.32516
C 3.11762 -3.56985 1.52626
N 2.17377 -3.44507 0.59559
H -6.98331 -1.16628 0.42960
H -5.69716 0.79741 -0.36596
H -3.43762 0.50595 -1.30403
H -3.72897 -3.71666 -0.68709
H -5.98050 -3.42665 0.25975
H -3.75280 -3.03555 -3.25857
H -3.03647 -4.69057 -4.92686
H -0.66271 -5.39718 -5.05252
H 0.97878 -4.46106 -3.43472
H 4.14749 -2.46994 -1.94014
H 5.88739 -2.65983 -0.15885
H 5.17372 -3.42559 2.12390
H 2.77680 -3.92066 2.49704
N -1.42955 -2.15240 1.03944
C -0.47410 -2.45635 2.10857
C -1.13436 -2.45585 3.48279
C -0.28820 -3.03548 4.62509
C -0.31880 -2.13571 5.85744
N 0.29194 -0.83050 5.60564
C 1.60199 -0.64857 5.50220
N 2.07254 0.52620 5.08623
N 2.45743 -1.59200 5.90493
C 0.66683 -1.44846 1.98053
O 1.34190 -1.13035 2.94477
O 0.81693 -0.96505 0.78487
H -2.15750 -1.53003 1.38549
H -1.89577 -2.98493 0.69680
H -0.02016 -3.42396 1.87923
H -2.06924 -3.01573 3.40375
H -1.41434 -1.42029 3.70538
H 0.74031 -3.16499 4.28368
H -0.65730 -4.02028 4.91653
H 0.16815 -2.59366 6.71979
H -1.34933 -1.94357 6.15537
H -0.27843 -0.14282 5.13336
H 1.43192 1.13597 4.60028
H 3.02830 0.58468 4.77606
H 2.13893 -2.53706 6.02082
H 3.44130 -1.46606 5.74166
```

**Net charge**: +1
**HOMO (alpha / beta)**: -8.69 / -9.17 eV
**Gap between HOMO and LUMO (alpha / beta)**: 6.4 / 6.3 eV
**Calculated total energy**: -111099.421 eV
**2S+1**: 2
**Relative energy (zero: lowest compared OMol25 entry of this formula, charge and spin)**: 22.5 kcal/mol